Entry 1:
Computed, not measured: C16H24F17O5PSSi2 as an isolated structure in a non-equilibrium geometry, with ωB97M-V/def2-TZVPD.

```
66
Properties=species:S:1:pos:R:3:forces:R:3
S 2.590857 -3.298617 -2.379111 -0.203 0.261 0.230
P 3.315883 -3.812349 -0.621359 0.581 -0.548 -1.329
Si 1.962902 -3.047216 0.993596 -0.395 1.110 1.590
Si 3.162861 -0.664251 2.098735 -0.766 2.352 -0.942
F 1.688673 -7.202566 -5.522634 0.089 -0.547 -0.039
F -0.984955 7.496985 3.139190 0.104 0.452 -0.272
F -0.512987 -8.997584 -4.691671 0.038 0.212 -0.159
F -3.054746 8.345144 1.200904 0.016 -0.072 0.269
F -2.873342 4.636926 0.310085 -0.251 -0.003 0.298
F -1.505787 -4.739753 -3.605184 0.464 -0.012 0.110
F -1.903404 -6.808407 -4.124643 0.188 -0.032 0.182
F 1.214306 -9.904627 -5.644019 0.177 0.317 -0.193
F -1.644525 6.238682 1.086586 -0.040 0.156 0.084
F -4.023931 4.242483 2.791440 0.495 -0.064 -0.009
F -4.427488 6.193852 1.932253 0.213 -0.089 -0.117
F 0.791116 -7.407309 -3.200452 -0.043 -0.082 -0.140
F -1.658928 9.140064 4.357172 -0.248 0.222 -0.429
F -1.412225 9.713935 1.575885 0.150 -0.136 0.372
F -0.575333 -6.562510 -1.749739 -0.248 0.145 -0.178
F 1.201049 -7.776034 -7.540237 -0.276 -0.444 0.176
F 2.361215 -3.720431 2.522633 -0.586 1.347 -2.643
O -3.091556 7.515615 3.923738 0.715 0.083 -1.248
O -1.918359 0.661802 2.375863 3.130 3.430 0.401
O 2.072355 -1.331522 0.919260 1.183 -2.420 2.027
O -0.333525 -6.703850 -6.367811 0.586 -0.881 1.008
O -0.521968 2.429895 1.673540 0.042 -1.979 2.178
C 1.377077 2.183601 -0.039123 0.248 -0.617 -0.528
C 0.086706 -6.299607 -2.909772 0.193 0.326 0.828
C 2.808597 1.580609 0.362201 0.667 1.085 0.025
C 0.689267 -7.675091 -6.291957 -0.184 1.974 -0.275
C -3.442144 5.437823 2.472756 -0.587 0.797 0.159
C -0.905182 -5.899650 -4.007150 -0.507 -0.439 -0.702
C -2.999409 6.083969 3.804569 -0.104 0.056 0.776
C -1.120766 1.589284 2.669534 -2.772 -2.595 0.218
C -0.314294 -5.629593 -5.408823 0.023 0.450 -0.650
C -0.827905 1.789238 4.239913 0.138 0.341 -0.718
C -2.338038 5.145874 1.450722 0.256 -0.778 -0.499
C -2.045958 8.292367 3.376570 -0.247 -1.375 1.357
C 0.133631 1.521509 0.714293 -0.325 -0.639 -1.274
C -2.479579 9.108233 2.150329 -0.346 0.572 -0.540
C 2.982544 1.262207 1.940318 0.171 0.074 -0.538
C 0.179593 -9.052998 -5.846024 -0.363 -0.754 0.033
H 0.581020 -3.389275 0.592195 0.330 -0.148 0.260
H -2.023028 5.717929 4.133812 0.015 0.102 -0.335
H -1.345646 0.990705 4.879425 0.530 1.128 -1.471
H 1.232689 1.953173 -1.160414 0.162 0.515 1.716
H 3.581793 2.406074 0.126213 -1.211 -1.308 0.194
H -0.667362 1.226586 -0.054987 1.242 0.403 1.151
H -3.200395 9.879525 2.434997 0.083 -0.081 0.254
H 1.442376 3.318950 0.061475 -0.497 -1.571 0.107
H 0.290125 1.679177 4.436252 -1.424 0.629 -0.272
H 0.790116 -5.486106 -2.709910 -0.064 0.135 -0.178
H -0.478242 -9.485416 -6.604795 0.102 0.213 -0.142
H -1.253556 2.807587 4.531397 0.963 -1.237 -0.226
H -0.958078 -4.870116 -5.861278 -0.106 -0.254 0.127
H 3.117510 0.697421 -0.312913 -0.754 1.217 1.156
H 2.860924 -1.033291 3.482514 -0.078 -0.469 0.049
H -1.634057 4.404753 1.841332 -0.114 0.056 0.106
H 2.120003 1.665967 2.567092 1.004 -0.480 -0.923
H 0.671400 -5.159587 -5.355019 -0.025 -0.271 0.223
H 4.652372 -3.273519 -0.456993 -0.686 -0.731 0.328
H 3.339220 -5.264186 -0.624357 0.481 0.909 0.691
H 0.393182 0.573118 1.296905 -0.011 1.280 -1.103
H 4.540585 -0.962807 1.685599 0.106 -0.418 0.007
H -3.700714 5.717983 4.559858 -0.092 0.127 -0.258
H 3.926810 1.808540 2.302796 -1.333 -1.005 -0.359
```
Forces are in eV/Å.

## Properties
**Charge**: 0
**Lowest unoccupied orbital energy**: -0.01 eV
**HOMO-LUMO gap**: 9.2 eV
**HOMO energy**: -9.201 eV

Let us look at the Löwdin charges, expressed in e, one per atom:
1 S 0.031
2 P 0.187
3 Si 0.347
4 Si 0.569
5 F 0.135
6 F 0.134
7 F 0.096
8 F 0.098
9 F 0.097
10 F 0.103
11 F 0.123
12 F 0.096
13 F 0.095
14 F 0.103
15 F 0.125
16 F 0.091
17 F 0.143
18 F 0.097
19 F 0.083
20 F 0.142
21 F -0.256
22 O 0.033
23 O 0.056
24 O -0.453
25 O 0.032
26 O -0.102
27 C -0.148
28 C -0.308
29 C -0.258
30 C -0.505
31 C -0.430
32 C -0.430
33 C -0.041
34 C -0.407
35 C -0.036
36 C 0.010
37 C -0.301
38 C -0.504
39 C -0.164
40 C -0.279
41 C -0.297
42 C -0.279
43 H 0.008
44 H 0.139
45 H 0.099
46 H 0.121
47 H 0.109
48 H 0.142
49 H 0.175
50 H 0.122
51 H 0.081
52 H 0.102
53 H 0.175
54 H 0.080
55 H 0.149
56 H 0.100
57 H -0.025
58 H 0.147
59 H 0.062
60 H 0.143
61 H -0.037
62 H -0.037
63 H 0.109
64 H -0.018
65 H 0.148
66 H 0.082


Entry 2:
Computed, not measured: one molecule with the formula C17H27NO2, with ωB97M-V/def2-TZVPD.

```
47
Properties=species:S:1:pos:R:3:forces:R:3
O 3.997271 -1.068892 1.465381 0.225 -0.190 -0.167
O 1.716902 2.123442 -0.289182 0.325 0.153 -0.310
N 0.693490 0.519103 0.908510 0.042 -0.352 0.320
C 5.919326 -1.653645 0.282527 -0.172 0.017 0.108
C 1.753210 -0.441862 0.714455 0.479 -0.025 -0.034
C 6.779429 -0.333405 -1.523944 0.071 0.094 -0.141
C 0.780620 1.772991 0.398197 -0.489 0.111 0.427
C -6.186416 -2.377952 0.120675 0.173 -0.048 -0.170
C -1.417659 2.633097 -0.438117 0.029 -0.186 -0.039
C 4.771954 0.354257 -0.380315 -0.243 0.024 0.238
C 6.867498 -1.442011 -0.696656 -0.031 -0.016 0.036
C -4.599176 -0.636554 -0.861118 0.206 -0.318 0.051
C -3.048909 0.891983 0.472632 0.195 -0.288 -0.165
C -5.206279 -2.034206 -0.995191 -0.128 0.206 0.029
C 5.733175 0.554515 -1.358642 0.130 -0.062 -0.062
C 2.901921 -0.227075 1.718261 -0.403 0.247 -0.066
C 4.863720 -0.757044 0.449957 0.201 -0.102 -0.048
C -0.401183 2.668575 0.711648 0.041 0.145 -0.244
C -3.633885 -0.513021 0.316071 -0.212 0.295 -0.042
C -2.081506 1.271265 -0.648088 -0.191 0.254 0.102
H -1.313017 0.501766 -0.746081 -0.026 -0.075 -0.091
H -0.026327 3.688399 0.809506 0.047 -0.088 0.088
H 1.353536 -1.452381 0.815187 0.027 0.055 -0.033
H -2.189200 3.382310 -0.246430 0.015 0.051 -0.044
H 7.679439 -2.144540 -0.814408 0.059 -0.060 0.002
H -5.685820 -2.425388 1.084283 -0.017 -0.014 0.141
H 3.968988 1.069491 -0.292964 -0.160 0.042 0.057
H -4.068011 -0.403511 -1.785606 -0.033 0.096 -0.040
H -4.161582 -0.768185 1.236990 0.036 -0.098 0.040
H 5.972478 -2.508922 0.938049 0.007 -0.098 0.077
H -6.974257 -1.629821 0.178100 -0.116 0.066 0.049
H -3.863699 1.619133 0.505610 -0.022 0.081 0.086
H -2.629823 1.308838 -1.590659 0.042 -0.070 -0.057
H -2.819511 -1.231167 0.189304 0.039 -0.089 0.047
H 3.198690 0.828493 1.707561 -0.032 -0.084 0.020
H -0.044454 0.290898 1.553543 -0.021 0.132 -0.088
H -0.870243 2.377784 1.651750 0.002 0.018 0.057
H -6.646538 -3.345384 -0.067351 -0.084 -0.078 0.066
H 2.568331 -0.486667 2.728190 0.014 0.099 -0.123
H 2.141019 -0.311841 -0.299596 -0.073 -0.114 0.103
H 5.651681 1.420589 -1.998627 -0.014 0.073 -0.049
H 7.520530 -0.166267 -2.290964 0.056 0.018 -0.063
H -4.403468 -2.774879 -1.015172 0.028 -0.038 -0.093
H -5.403234 0.094175 -0.745718 -0.040 0.099 -0.045
H -5.731758 -2.092960 -1.951324 0.059 -0.075 -0.031
H -0.895535 2.916318 -1.354145 -0.023 0.105 0.013
H -2.531716 0.940145 1.433917 -0.018 0.086 0.086
```
Forces are in eV/Å.

## Properties
**Charge**: 0
**Lowest unoccupied orbital energy**: 0.63 eV
**HOMO-LUMO gap**: 9.0 eV
**HOMO energy**: -8.328 eV
**Structure (SMILES)**: CCCCCCCCC(=O)NCCOc1ccccc1

Let us look at the Löwdin charges, expressed in e, one per atom:
1 O -0.046
2 O 0.068
3 N 0.064
4 C -0.016
5 C -0.143
6 C -0.107
7 C -0.506
8 C -0.116
9 C -0.188
10 C -0.021
11 C -0.092
12 C -0.229
13 C -0.215
14 C -0.270
15 C -0.082
16 C -0.180
17 C -0.261
18 C -0.109
19 C -0.219
20 C -0.214
21 H 0.108
22 H 0.122
23 H 0.129
24 H 0.114
25 H 0.101
26 H 0.061
27 H 0.089
28 H 0.103
29 H 0.103
30 H 0.114
31 H 0.073
32 H 0.117
33 H 0.108
34 H 0.115
35 H 0.126
36 H 0.137
37 H 0.104
38 H 0.067
39 H 0.129
40 H 0.121
41 H 0.105
42 H 0.097
43 H 0.106
44 H 0.115
45 H 0.102
46 H 0.116
47 H 0.096


Entry 3:
Computed, not measured: one molecule with the formula C3H4F2NPS in a non-equilibrium geometry, with ωB97M-V/def2-TZVPD.

```
12
Properties=species:S:1:pos:R:3:forces:R:3
S 0.259026 1.421749 -0.379330 1.338 -0.122 -0.424
P 2.711860 -0.508000 0.377480 -2.162 1.599 -0.989
F 2.825111 -1.055694 -1.130152 0.675 -0.407 -0.161
F 3.125954 1.016487 0.027910 0.777 -0.085 0.200
N 0.038472 -1.035604 0.417678 -2.088 -2.472 0.167
C 0.941546 -0.055279 0.219324 2.631 1.515 0.224
C -1.353079 0.840826 -0.125281 -2.247 -1.138 -0.175
C -1.327834 -0.705637 0.078200 2.208 0.683 1.710
H -1.632422 -1.428872 -0.655268 -0.721 0.166 -0.710
H -1.634464 1.191869 0.835106 -0.202 0.522 1.200
H -1.770955 -0.917311 1.059644 -0.950 -0.165 -0.434
H -2.183217 1.235470 -0.725312 0.741 -0.095 -0.607
```
Forces are in eV/Å.

## Properties
**Charge**: 0
**2S+1**: 3
**Lowest unoccupied orbital energy (alpha / beta)**: 0.54 / -2.54 eV
**HOMO-LUMO gap (alpha / beta)**: 6.7 / 7.2 eV
**HOMO energy (alpha / beta)**: -6.115 / -9.744 eV

Let us look at the Löwdin charges, expressed in e, one per atom:
1 S 1.016
2 P 0.837
3 F -0.313
4 F -0.353
5 N -0.058
6 C -0.795
7 C -0.478
8 C -0.241
9 H 0.114
10 H 0.058
11 H 0.119
12 H 0.093


Which value of charge does entry 3 give? 0